No. 1
10
Properties=species:S:1:pos:R:3:forces:R:3 method="wB97M-V/def2-TZVPD" homo_lumo_gap_ev="6.4 / 10.4" total_energy_ha=-788.94804 spin_multiplicity=3 relative_energy_ev=0.779 s2=2.01 homo_ev="-5.71 / -11.14"
C -0.05943 -0.43993 1.13802 0.499 0.142 3.082
O 0.29212 0.76283 1.72574 0.548 -0.765 -0.478
C -0.67590 0.12191 -1.02556 0.618 1.630 -2.608
H 1.18852 1.05772 1.37620 -1.712 -0.684 0.488
O 0.05494 -0.67465 -1.79294 1.712 -0.707 0.369
Cl -0.14804 1.75895 -1.06662 0.118 0.938 0.002
H -1.68872 0.02517 -1.13994 -2.438 -0.396 -0.136
H 0.99207 -0.50361 -1.51131 -0.874 -0.535 -0.658
F 1.07731 -1.13572 0.82733 -0.679 -0.429 0.203
H -1.03288 -0.97267 1.46908 2.207 0.806 -0.264

=====

No. 2
8
Properties=species:S:1:pos:R:3:forces:R:3 method="wB97M-V/def2-TZVPD" homo_lumo_gap_ev="6.8 / 6.8" total_energy_ha=-836.40889 relative_energy_ev=1.884 homo_ev="-8.81 / -8.81"
H -1.18739 -1.13538 -0.44401 0.336 0.715 0.933
C 0.26950 0.49011 -0.41279 -0.442 -3.506 0.421
H 0.33188 0.22351 -1.47300 0.630 0.770 0.366
C -0.80750 -0.38254 0.30336 3.255 -2.623 -1.021
Cl 0.31011 2.02521 0.13115 0.512 1.685 0.090
H -1.53287 0.25990 0.61126 -2.339 1.771 0.739
I 3.07208 -0.55735 0.04806 -1.868 0.566 -0.285
H -0.45581 -0.92346 1.23596 -0.083 0.621 -1.243

=====

No. 3
11
Properties=species:S:1:pos:R:3:forces:R:3 method="wB97M-V/def2-TZVPD" homo_lumo_gap_ev=7.1 total_energy_ha=-798.69440 smiles="[O-]/N=C/[C@H](Cl)NO" relative_energy_ev=0.333 homo_ev=-3.21 charge=-1
O 2.25906 -1.25090 -0.84021 0.645 -0.868 0.709
N -0.76430 1.22798 -0.19747 0.925 -0.456 -0.068
C 0.25126 -0.98549 0.24383 3.894 -1.812 0.433
H -1.30571 -0.23265 1.41278 0.653 0.602 -1.596
H 1.15916 1.50311 -0.04164 -0.413 -0.348 0.293
H 0.35231 -1.68820 1.06458 0.451 -0.843 -0.352
O 0.37100 1.89139 0.39428 -0.012 0.215 0.200
N 1.22155 -0.61256 -0.57380 -1.390 1.065 -0.848
C -0.84608 -0.18577 0.36099 -3.092 3.269 0.902
H -0.40324 1.14989 -1.17066 -0.945 -0.578 0.693
Cl -2.29501 -0.81681 -0.65269 -0.716 -0.245 -0.365